{
  "formula": "C20H22BrN3O3S",
  "method": "ωB97M-V/def2-TZVPD",
  "elements": ["O", "C", "N", "H", "C", "H", "C", "N", "C", "H", "C", "O", "C", "C", "H", "H", "H", "H", "H", "H", "H", "H", "H", "H", "C", "C", "C", "C", "C", "C", "C", "C", "H", "H", "Br", "H", "H", "H", "N", "C", "O", "C", "C", "C", "C", "S", "H", "H", "H", "H"],
  "coordinates": [[-1.170, -0.528, 1.586], [-0.958, -0.024, 0.405], [-0.360, -0.495, -0.682], [-0.438, -0.122, -1.558], [-0.096, -2.148, -0.812], [-0.801, -2.618, -1.313], [1.258, -2.277, -0.887], [2.222, -1.391, -0.304], [2.310, -1.917, 1.074], [1.413, -2.195, 1.566], [3.185, -2.996, 1.256], [4.422, -2.853, 0.593], [4.462, -2.673, -0.750], [3.599, -1.137, -0.693], [3.493, -0.912, -1.897], [3.991, -0.467, -0.024], [5.499, -2.447, -0.900], [3.984, -3.336, -1.198], [3.512, -3.388, 2.209], [2.737, -3.982, 0.817], [2.780, -1.166, 1.689], [1.434, -3.137, -0.932], [1.480, -1.640, -2.008], [-0.379, -2.297, 0.519], [-1.619, 1.558, -0.098], [-0.757, 2.492, -0.027], [0.621, 2.330, 0.049], [1.386, 1.847, 0.865], [2.645, 1.750, 1.065], [3.411, 2.661, 0.215], [2.681, 3.653, -0.748], [1.261, 3.431, -0.852], [0.765, 4.159, -1.351], [3.167, 4.132, -1.336], [5.246, 2.737, 0.194], [3.331, 1.370, 1.670], [0.871, 0.986, 1.363], [-1.326, 3.436, 0.033], [-3.020, 1.538, 0.139], [-3.958, 0.571, -0.044], [-3.362, -0.723, -0.338], [-5.407, 0.813, 0.255], [-6.383, -0.202, -0.137], [-7.608, 0.254, 0.083], [-7.608, 1.770, 0.333], [-5.738, 2.231, 0.460], [-8.229, 2.266, 0.673], [-8.345, -0.302, 0.001], [-6.073, -1.087, -0.553], [-3.531, 2.477, 0.329]],
  "forces_ev_per_angstrom": [[1.539, 2.384, -5.363], [-3.261, 0.671, 1.910], [0.414, -5.879, 2.205], [-0.598, 1.821, -2.138], [-2.471, 7.538, 10.856], [-2.810, -2.084, -2.803], [3.229, 13.963, -7.636], [-0.917, -0.854, 5.110], [0.040, 3.483, 1.414], [-1.469, 0.295, 0.037], [2.071, -6.407, -2.305], [1.533, -1.489, 3.410], [1.930, 10.631, 5.169], [-1.872, -5.214, -8.203], [0.560, 0.612, 2.940], [1.405, 1.621, 1.118], [0.388, -0.365, -1.172], [-3.949, -5.832, -4.830], [-0.573, 0.853, 0.851], [0.196, 1.176, 0.329], [-0.237, 1.113, 0.460], [3.783, -13.152, -0.918], [-0.576, -2.746, 1.283], [0.302, -0.182, -3.856], [-1.618, -7.894, 3.242], [-3.247, 2.398, 0.132], [-1.494, 10.823, -9.886], [-1.994, -9.250, 7.748], [7.562, 6.193, -5.203], [-4.070, 1.495, -1.524], [-7.174, -10.544, 9.099], [4.534, -2.900, 3.926], [-2.080, 1.608, -1.858], [5.878, 6.362, -6.794], [0.987, -0.087, 0.199], [1.505, -2.828, 3.311], [0.024, 0.846, 0.795], [1.329, 0.579, -0.293], [-2.291, 3.471, -0.178], [5.533, -8.179, -1.015], [-4.423, 6.946, 1.146], [4.537, -11.785, -4.282], [3.732, 2.943, 1.872], [4.764, 10.468, 1.304], [13.220, -12.094, -5.685], [-8.478, 8.832, 2.050], [-10.628, 8.869, 5.613], [-7.385, -4.537, -0.774], [0.685, -2.080, -0.458], [1.933, -1.613, -0.349]],
  "mulliken_charge": [-0.67, -0.02, 0.27, 0.27, -1.08, 0.78, -1.20, 0.88, -0.82, 0.19, -0.46, -0.45, -0.66, -0.76, 0.27, 0.48, 0.34, 0.54, 0.39, 0.25, 0.32, 0.69, 0.22, 0.18, 0.17, -0.84, 0.69, 0.49, -1.27, 0.32, -1.18, -1.03, 0.56, 0.76, -0.12, 1.02, 0.10, 0.35, -0.03, 0.32, -0.67, 0.86, -0.64, -0.58, -0.98, -0.34, 0.71, 0.71, 0.50, 0.18],
  "molar_mass_g_mol": 464.38,
  "orbital_gap_ev": 7.145,
  "relative_energy_kcal_mol": 499.7
}